[1]
Density functional theory data (ωB97M-V/def2-TZVPD) for an isolated ion of composition C12H14N2S and charge +2 at a distorted geometry.

- orbital gap (eV) = 8.59
- energy (a.u.) = -972.7807
- total charge = +2
- F_max (Eh/bohr) = 0.0205
- highest occupied orbital energy (eV) = -16.743

Atoms and positions in Å:
C1 4.66662 -0.12311 0.13317
C2 3.88564 1.05409 -0.47699
N1 2.43068 0.77669 -0.38107
C3 1.75999 0.24855 -1.40984
C4 0.42073 -0.04907 -1.29348
C5 -0.24839 0.19766 -0.10937
C6 -1.68493 -0.11669 0.05022
C7 -2.56763 0.76921 0.64233
C8 -3.89767 0.42865 0.78929
N2 -4.35264 -0.75047 0.33557
S1 -6.05728 -1.11643 0.47999
C9 -3.51964 -1.62847 -0.26466
C10 -2.18065 -1.33736 -0.40281
C11 0.46495 0.75820 0.94270
C12 1.80604 1.03511 0.77899
H1 5.70234 -0.10380 -0.17103
H2 4.19195 -1.04739 -0.18277
H3 4.56426 -0.07932 1.21348
H4 4.09710 1.95944 0.07730
H5 4.14337 1.20721 -1.51537
H6 2.28790 0.06027 -2.32856
H7 -0.08588 -0.46109 -2.15122
H8 -2.24007 1.73397 0.99417
H9 -4.61691 1.07458 1.26205
H10 -5.90778 -2.34617 1.00476
H11 -3.94661 -2.54284 -0.63690
H12 -1.50640 -2.04270 -0.85758
H13 0.01593 0.97296 1.89592
H14 2.37498 1.46832 1.58173


[2]
Density functional theory data (ωB97M-V/def2-TZVPD) for a 2-piece molecular cluster, C2H7N2O3 overall at a distorted geometry.

- orbital gap (eV) = 11.33
- energy (a.u.) = -415.3635
- total charge = +1
- F_max (Eh/bohr) = 0.0682
- highest occupied orbital energy (eV) = -14.549
- energy relative to the best compared isomer or geometry (same formula, charge and spin) (kcal per mole) = 5.60

Atoms and positions in Å:
C1 -0.12660 -0.19026 0.88813
C2 0.09862 0.24249 -1.15141
N1 1.00600 0.07005 1.54757
N2 -1.28800 -0.72458 1.26121
O1 0.77827 1.37846 -1.21878
O2 0.74125 -0.86465 -1.53768
O3 -1.15234 0.27554 -1.61176
H1 1.72081 0.70031 1.13126
H2 1.17715 -0.06829 2.53902
H3 -2.01462 -0.53373 0.57221
H4 -1.55678 -0.89985 2.17191
H5 1.74639 1.11219 -1.26487
H6 0.20728 -1.58378 -1.33333
H7 -1.33743 1.08611 -1.99346


[3]
Density functional theory data (ωB97M-V/def2-TZVPD) for C23H28N6O5 in the gas phase at a distorted geometry.

- orbital gap (eV) = 8.14
- energy (a.u.) = -1598.0543
- structure (SMILES) = Cc1nc2nc(CNC(=O)OC(C)(C)C)nn2c(C)c1CCC(=O)Nc1ccc2c(c1)OCO2
- F_max (Eh/bohr) = 0.0270
- highest occupied orbital energy (eV) = -7.839
- energy relative to the best compared isomer or geometry (same formula, charge and spin) (kcal per mole) = 0.00

Atoms and positions in Å:
C1 3.66862 -2.56329 -0.15607
C2 2.32013 -2.28569 -0.73236
N1 1.42763 -1.84502 0.12262
C3 0.20914 -1.59299 -0.31143
N2 -0.84037 -1.09855 0.31740
C4 -1.80397 -1.07734 -0.61463
N3 -1.43542 -1.52500 -1.80880
N4 -0.15566 -1.85776 -1.63558
C5 0.73033 -2.30714 -2.54487
C6 2.02634 -2.49650 -2.11127
C7 3.11390 -2.81037 -3.10407
H1 3.96837 -3.24231 -2.58746
H2 2.76152 -3.53120 -3.84352
C8 3.58151 -1.52905 -3.83672
C9 3.76034 -0.43058 -2.79933
O1 4.79504 -0.27716 -2.19007
N5 2.62021 0.28758 -2.58714
C10 2.25060 1.01229 -1.44305
C11 3.15005 1.31641 -0.43190
C12 2.73538 1.95733 0.73140
C13 1.40666 2.28223 0.84207
C14 0.50383 1.99191 -0.18200
C15 0.89619 1.36355 -1.33407
H3 0.18562 1.13892 -2.11487
O2 -0.74536 2.42161 0.17499
C16 -0.59911 3.00377 1.46087
O3 0.74776 2.90385 1.86669
H4 -1.24902 2.47781 2.17481
H5 -0.88981 4.06598 1.41009
H6 3.43177 2.18359 1.52013
H7 4.18320 1.03778 -0.54644
H8 1.84735 0.10663 -3.21275
H9 2.85891 -1.23152 -4.59644
H10 4.53863 -1.72417 -4.31927
C17 0.21687 -2.55601 -3.92517
H11 0.43906 -3.57617 -4.23372
H12 0.66755 -1.88110 -4.65073
H13 -0.85997 -2.40649 -3.92799
C18 -3.17517 -0.56422 -0.34711
N6 -3.15886 0.51428 0.60816
C19 -3.61833 0.31980 1.87128
O4 -4.31972 -0.60551 2.19998
O5 -3.22753 1.34393 2.65555
C20 -3.66582 1.41352 4.03528
C21 -3.02698 2.69697 4.57071
H14 -1.94292 2.61954 4.54678
H15 -3.34433 2.86581 5.59545
H16 -3.32849 3.54564 3.96196
C22 -3.15767 0.20060 4.81355
H17 -3.62149 -0.70626 4.43642
H18 -2.07887 0.11288 4.70387
H19 -3.39963 0.31311 5.86680
C23 -5.18971 1.51288 4.10128
H20 -5.50438 1.64108 5.13318
H21 -5.53405 2.36368 3.51703
H22 -5.63992 0.60789 3.70362
H23 -2.46142 1.23209 0.46880
H24 -3.62449 -0.24040 -1.29149
H25 -3.79227 -1.36046 0.08505
H26 3.62843 -2.37034 0.91137
H27 4.42179 -1.91829 -0.60372
H28 3.95402 -3.60059 -0.32408


Q: Among the records above, which one has the highest orbital gap?
A: C2H7N2O3


Q: The lowest highest occupied orbital energy belongs to which entry?
A: C12H14N2S


Copy entry 3 word for word.
Density functional theory data (ωB97M-V/def2-TZVPD) for C23H28N6O5 in the gas phase at a distorted geometry.

- orbital gap (eV) = 8.14
- energy (a.u.) = -1598.0543
- structure (SMILES) = Cc1nc2nc(CNC(=O)OC(C)(C)C)nn2c(C)c1CCC(=O)Nc1ccc2c(c1)OCO2
- F_max (Eh/bohr) = 0.0270
- highest occupied orbital energy (eV) = -7.839
- energy relative to the best compared isomer or geometry (same formula, charge and spin) (kcal per mole) = 0.00

Atoms and positions in Å:
C1 3.66862 -2.56329 -0.15607
C2 2.32013 -2.28569 -0.73236
N1 1.42763 -1.84502 0.12262
C3 0.20914 -1.59299 -0.31143
N2 -0.84037 -1.09855 0.31740
C4 -1.80397 -1.07734 -0.61463
N3 -1.43542 -1.52500 -1.80880
N4 -0.15566 -1.85776 -1.63558
C5 0.73033 -2.30714 -2.54487
C6 2.02634 -2.49650 -2.11127
C7 3.11390 -2.81037 -3.10407
H1 3.96837 -3.24231 -2.58746
H2 2.76152 -3.53120 -3.84352
C8 3.58151 -1.52905 -3.83672
C9 3.76034 -0.43058 -2.79933
O1 4.79504 -0.27716 -2.19007
N5 2.62021 0.28758 -2.58714
C10 2.25060 1.01229 -1.44305
C11 3.15005 1.31641 -0.43190
C12 2.73538 1.95733 0.73140
C13 1.40666 2.28223 0.84207
C14 0.50383 1.99191 -0.18200
C15 0.89619 1.36355 -1.33407
H3 0.18562 1.13892 -2.11487
O2 -0.74536 2.42161 0.17499
C16 -0.59911 3.00377 1.46087
O3 0.74776 2.90385 1.86669
H4 -1.24902 2.47781 2.17481
H5 -0.88981 4.06598 1.41009
H6 3.43177 2.18359 1.52013
H7 4.18320 1.03778 -0.54644
H8 1.84735 0.10663 -3.21275
H9 2.85891 -1.23152 -4.59644
H10 4.53863 -1.72417 -4.31927
C17 0.21687 -2.55601 -3.92517
H11 0.43906 -3.57617 -4.23372
H12 0.66755 -1.88110 -4.65073
H13 -0.85997 -2.40649 -3.92799
C18 -3.17517 -0.56422 -0.34711
N6 -3.15886 0.51428 0.60816
C19 -3.61833 0.31980 1.87128
O4 -4.31972 -0.60551 2.19998
O5 -3.22753 1.34393 2.65555
C20 -3.66582 1.41352 4.03528
C21 -3.02698 2.69697 4.57071
H14 -1.94292 2.61954 4.54678
H15 -3.34433 2.86581 5.59545
H16 -3.32849 3.54564 3.96196
C22 -3.15767 0.20060 4.81355
H17 -3.62149 -0.70626 4.43642
H18 -2.07887 0.11288 4.70387
H19 -3.39963 0.31311 5.86680
C23 -5.18971 1.51288 4.10128
H20 -5.50438 1.64108 5.13318
H21 -5.53405 2.36368 3.51703
H22 -5.63992 0.60789 3.70362
H23 -2.46142 1.23209 0.46880
H24 -3.62449 -0.24040 -1.29149
H25 -3.79227 -1.36046 0.08505
H26 3.62843 -2.37034 0.91137
H27 4.42179 -1.91829 -0.60372
H28 3.95402 -3.60059 -0.32408